(1)
Entry from the OMol25 dataset: a structure of composition HOS3 in a non-equilibrium geometry (ωB97M-V with the def2-TZVPD basis set).

The geometry in ORCA input format:
```
! RIJCOSX wB97M-V def2-TZVPD def2/J DEFGRID3
* xyz -1 3
O 1.515 1.264 0.402
S -1.574 0.494 -0.033
S 1.662 -1.560 0.100
S 1.024 0.186 -0.456
H -2.627 -0.383 -0.014
*
```

## Properties
- F_max (eV/A) = 2.228
- Kohn-Sham gap (spin up / spin down) (hartree) = 0.2169 / 0.2215

Partial atomic charges computed with the natural (NBO) method, in multiples of e: O -0.97; S -0.34; S -0.55; S 0.78; H 0.07

(2)
Entry from the OMol25 dataset: the molecule C2H7N3 in a non-equilibrium geometry (ωB97M-V with the def2-TZVPD basis set).

The geometry in ORCA input format:
```
! RIJCOSX wB97M-V def2-TZVPD def2/J DEFGRID3
* xyz 0 1
H 0.545 1.938 -0.995
N 0.261 0.901 -0.963
C -0.177 0.415 0.200
N -0.118 1.402 1.228
N -0.441 -0.952 0.349
C 0.135 -1.719 -0.815
H 0.043 2.175 0.618
H 0.714 1.351 1.828
H -0.257 -1.561 1.186
H 1.195 -1.282 -0.841
H -0.183 -1.425 -1.838
H 0.283 -2.828 -0.562
*
```

## Properties
- F_max (eV/A) = 3.985
- structure (SMILES) = [H]/N=C(\N)NC
- Kohn-Sham gap (hartree) = 0.3581

natural (NBO) population analysis, charges in e, atoms 1 to 5: H 0.34; N -0.80; C 0.57; N -0.83; N -0.63

(3)
Entry from the OMol25 dataset: a cluster of 12 separate species, C77H174ClN9O10 in total in a non-equilibrium geometry (ωB97M-V with the def2-TZVPD basis set).

The geometry in ORCA input format:
```
! RIJCOSX wB97M-V def2-TZVPD def2/J DEFGRID3
* xyz 6 1
C -5.440 -4.749 5.121
O -5.802 -4.963 3.771
C -4.786 -5.460 2.924
C -5.514 -5.773 1.598
N -6.797 -6.416 1.835
H -6.723 -7.167 2.530
H -7.498 -5.783 2.194
C -7.372 -6.931 0.593
C -7.683 -5.873 -0.410
O -6.564 -5.267 -1.047
C -6.672 -5.289 -2.460
H -4.945 -5.622 5.523
H -6.305 -4.613 5.712
H -4.807 -3.893 5.393
H -4.278 -6.354 3.348
H -4.026 -4.689 2.707
H -4.946 -6.442 0.933
H -5.661 -4.839 1.064
H -8.288 -7.468 0.847
H -6.670 -7.650 0.167
H -8.377 -5.136 0.015
H -8.287 -6.421 -1.143
H -6.929 -6.291 -2.826
H -5.718 -4.895 -2.798
H -7.499 -4.636 -2.843
C -3.173 4.089 0.500
O -4.243 4.971 0.905
C -4.837 4.806 2.194
C -3.905 5.334 3.230
N -3.534 6.806 3.037
H -2.780 6.794 2.295
H -4.331 7.411 2.810
C -2.951 7.412 4.273
C -3.881 7.491 5.459
O -4.324 6.308 6.029
C -5.185 6.476 7.158
H -2.324 4.117 1.183
H -2.966 4.362 -0.554
H -3.607 3.094 0.422
H -5.042 3.742 2.514
H -5.818 5.289 2.173
H -2.921 4.803 3.170
H -4.303 5.198 4.240
H -2.720 8.441 4.000
H -2.067 6.836 4.352
H -4.701 8.152 5.099
H -3.373 8.116 6.190
H -4.610 6.974 7.950
H -5.345 5.446 7.471
H -6.142 6.977 6.966
C 0.444 3.828 6.137
C 1.165 5.039 6.742
C 2.568 5.296 6.108
C 2.395 5.770 4.715
N 3.735 5.669 3.949
C 3.571 6.142 2.453
C 3.300 4.878 1.737
C 4.265 3.886 2.401
C 4.064 4.193 3.880
C 4.822 6.434 4.669
H 0.081 4.052 5.115
H -0.408 3.447 6.736
H 1.144 2.998 6.064
H 1.350 4.997 7.831
H 0.486 5.876 6.469
H 3.071 4.331 6.217
H 3.105 6.015 6.730
H 2.059 6.812 4.666
H 1.691 5.111 4.188
H 4.526 6.632 2.303
H 2.746 6.862 2.368
H 3.441 5.028 0.656
H 2.275 4.492 1.835
H 5.299 4.169 2.164
H 4.087 2.829 2.205
H 4.962 4.070 4.452
H 3.240 3.566 4.262
H 5.022 6.073 5.665
H 4.520 7.483 4.691
H 5.717 6.478 4.047
C -1.488 -2.391 4.071
C -0.642 -2.597 2.806
C -0.853 -1.497 1.751
C -0.164 -0.274 2.344
N -0.043 1.050 1.596
C -0.795 1.132 0.358
C -0.276 2.399 -0.287
C 1.232 2.332 0.054
C 1.368 1.297 1.182
C -0.480 2.113 2.510
H -0.981 -1.685 4.723
H -1.484 -3.320 4.628
H -2.466 -2.002 3.814
H -0.911 -3.604 2.361
H 0.432 -2.767 3.016
H -1.929 -1.256 1.663
H -0.480 -1.722 0.741
H 0.844 -0.519 2.705
H -0.691 0.026 3.223
H -1.841 1.202 0.715
H -0.559 0.259 -0.249
H -0.758 3.293 0.072
H -0.433 2.393 -1.384
H 1.553 3.275 0.474
H 1.906 2.255 -0.811
H 2.044 1.529 1.989
H 1.806 0.360 0.821
H -1.559 2.029 2.655
H -0.231 3.077 2.109
H -0.016 1.891 3.440
C 2.734 -2.018 -8.198
C 1.855 -2.359 -7.044
C 2.656 -2.803 -5.750
C 1.661 -3.404 -4.818
N 2.288 -3.877 -3.530
C 1.294 -4.364 -2.567
C 1.285 -3.374 -1.446
C 2.714 -3.020 -1.361
C 2.972 -2.738 -2.813
C 3.244 -4.983 -3.862
H 3.428 -2.826 -8.461
H 3.335 -1.142 -8.015
H 2.114 -1.822 -9.066
H 1.286 -3.256 -7.233
H 1.159 -1.583 -6.722
H 3.149 -1.922 -5.339
H 3.395 -3.490 -6.114
H 1.207 -4.287 -5.287
H 0.828 -2.787 -4.497
H 1.670 -5.348 -2.251
H 0.331 -4.665 -3.021
H 0.827 -3.738 -0.528
H 0.741 -2.519 -1.816
H 3.292 -3.873 -1.068
H 2.892 -2.134 -0.737
H 4.022 -2.900 -3.023
H 2.717 -1.742 -3.190
H 3.993 -4.476 -4.445
H 2.771 -5.776 -4.437
H 3.699 -5.348 -2.907
C -4.588 5.020 -3.806
C -5.601 3.951 -3.525
C -5.107 2.978 -2.392
C -6.010 1.755 -2.361
N -5.470 0.608 -1.564
C -6.448 -0.507 -1.747
C -6.230 -1.365 -0.469
C -5.465 -0.567 0.566
C -5.469 0.818 -0.037
C -4.134 0.224 -2.059
H -4.937 5.473 -4.745
H -3.623 4.530 -3.952
H -4.582 5.791 -3.016
H -5.796 3.250 -4.335
H -6.585 4.241 -3.207
H -5.233 3.477 -1.434
H -4.085 2.715 -2.623
H -6.091 1.455 -3.407
H -6.988 1.985 -1.946
H -6.330 -1.013 -2.710
H -7.431 -0.022 -1.778
H -5.646 -2.262 -0.746
H -7.204 -1.750 -0.149
H -4.458 -0.977 0.558
H -5.939 -0.510 1.544
H -4.544 1.317 0.215
H -6.344 1.458 0.152
H -3.360 0.843 -1.583
H -4.173 0.358 -3.122
H -3.988 -0.838 -1.721
C 0.745 6.540 -2.716
C 0.181 5.306 -3.427
C 1.210 4.229 -3.885
C 2.089 4.788 -4.990
N 2.638 3.732 -5.886
C 1.550 3.086 -6.721
C 2.227 1.913 -7.272
C 3.244 1.466 -6.235
C 3.302 2.605 -5.217
C 3.606 4.407 -6.788
H 0.003 7.016 -2.102
H 1.104 7.275 -3.447
H 1.633 6.268 -2.088
H -0.406 5.499 -4.328
H -0.567 4.761 -2.834
H 0.716 3.314 -4.224
H 1.704 3.915 -2.988
H 2.926 5.358 -4.637
H 1.492 5.398 -5.684
H 1.126 3.847 -7.389
H 0.830 2.812 -5.936
H 2.711 2.102 -8.246
H 1.531 1.110 -7.506
H 4.270 1.442 -6.627
H 3.049 0.504 -5.762
H 4.337 2.789 -5.033
H 2.823 2.387 -4.264
H 3.843 3.772 -7.636
H 4.497 4.698 -6.234
H 3.074 5.268 -7.182
C 0.634 -7.917 2.613
C -0.299 -6.862 1.938
C -0.346 -6.947 0.450
C -1.064 -8.305 0.185
N -1.296 -8.740 -1.200
C -2.138 -10.054 -1.226
C -1.864 -10.687 -2.582
C -0.589 -10.042 -3.115
C -0.070 -9.132 -2.038
C -2.102 -7.693 -1.875
H 1.559 -8.008 2.044
H 0.247 -8.948 2.651
H 0.824 -7.639 3.648
H -0.006 -5.869 2.294
H -1.305 -7.082 2.307
H 0.642 -6.942 -0.040
H -0.950 -6.105 0.022
H -2.053 -8.179 0.637
H -0.582 -9.114 0.703
H -3.200 -9.869 -1.072
H -1.786 -10.644 -0.376
H -2.630 -10.402 -3.320
H -1.882 -11.771 -2.515
H -0.676 -9.442 -4.021
H 0.207 -10.779 -3.281
H 0.341 -8.239 -2.506
H 0.675 -9.520 -1.328
H -1.538 -6.761 -1.821
H -3.024 -7.601 -1.292
H -2.421 -7.960 -2.895
C 9.822 -1.094 3.772
C 8.372 -0.967 3.444
C 8.254 -0.470 2.028
C 6.861 0.072 1.767
N 6.797 0.447 0.272
C 5.394 0.916 -0.060
C 5.253 0.641 -1.521
C 5.973 -0.689 -1.754
C 7.085 -0.774 -0.673
C 7.741 1.584 0.060
H 9.937 -1.669 4.705
H 10.302 -0.107 3.859
H 10.408 -1.657 3.041
H 7.815 -0.341 4.127
H 7.957 -1.957 3.599
H 8.534 -1.211 1.277
H 9.033 0.286 1.922
H 6.586 1.036 2.213
H 6.014 -0.634 1.921
H 5.389 1.944 0.307
H 4.715 0.322 0.535
H 5.693 1.425 -2.134
H 4.234 0.595 -1.878
H 6.285 -0.912 -2.761
H 5.200 -1.451 -1.469
H 8.039 -0.571 -1.121
H 6.979 -1.742 -0.229
H 7.455 2.015 -0.902
H 8.747 1.188 -0.016
H 7.681 2.304 0.888
Cl -3.609 1.003 2.460
O 0.754 7.055 1.287
C -0.277 6.160 1.609
O 0.106 4.982 1.966
O -1.364 6.672 1.310
H 0.679 8.032 0.931
O 3.853 -1.664 3.340
C 3.596 -0.703 2.422
O 3.692 0.473 2.850
O 3.155 -0.974 1.235
H 4.191 -1.340 4.254
*
```

## Properties
- F_max (eV/A) = 3.633
- Kohn-Sham gap (hartree) = 0.2501

Löwdin population analysis, charges in e, atoms 1 to 5: C -0.07; O -0.18; C -0.19; C -0.11; N 0.06

The lowest F_max belongs to which entry? HOS3